The following is a DFT calculation (ωB97M-V/def2-TZVPD) of a structure of composition C35H54F3N2O2V in a non-equilibrium geometry.

ORCA input file:
```
! wB97M-V def2-TZVPD RIJCOSX def2/J DEFGRID3
* xyz 1 2
V 0.319 -1.239 1.479
C -1.049 -1.275 4.252
N 0.216 -0.854 3.637
C 1.322 -1.599 4.254
C 0.395 0.589 3.896
C -0.170 1.439 2.758
N 0.433 1.046 1.491
C -0.309 1.536 0.328
C -1.743 1.095 0.195
C -2.628 1.967 -0.401
C -3.929 1.588 -0.719
C -4.320 0.314 -0.335
C -3.484 -0.601 0.302
C -2.147 -0.216 0.552
O -1.214 -0.969 1.097
C -4.092 -1.952 0.651
C -4.583 -2.628 -0.638
C -3.111 -2.907 1.321
C -5.266 -1.732 1.618
C -4.814 2.539 -1.504
C -5.023 3.837 -0.712
C -4.119 2.857 -2.839
C -6.189 1.946 -1.818
C 1.815 1.527 1.397
C 2.543 0.957 0.212
C 3.157 1.782 -0.703
C 3.866 1.261 -1.781
C 4.035 -0.115 -1.823
C 3.472 -0.991 -0.903
C 2.620 -0.450 0.086
O 1.830 -1.134 0.898
C 3.845 -2.468 -0.897
C 4.888 -2.834 -1.960
C 4.465 -2.766 0.479
C 2.600 -3.322 -1.137
C 4.420 2.198 -2.835
C 3.237 2.915 -3.501
C 5.219 1.481 -3.923
C 5.339 3.235 -2.176
H -1.039 -1.058 5.327
H -1.885 -0.739 3.800
H -1.202 -2.344 4.131
H 1.458 -1.302 5.300
H 1.114 -2.668 4.230
H 2.248 -1.411 3.708
H -0.102 0.877 4.831
H 1.462 0.793 4.020
H -1.252 1.288 2.687
H 0.012 2.504 2.970
H -0.282 2.638 0.313
H 0.233 1.180 -0.562
H -2.287 2.960 -0.654
H -5.323 -0.011 -0.548
H -3.761 -2.738 -1.343
H -4.964 -3.618 -0.405
H -5.378 -2.066 -1.121
H -2.307 -3.166 0.636
H -2.707 -2.476 2.235
H -3.625 -3.826 1.590
H -6.031 -1.091 1.191
H -5.722 -2.688 1.859
H -4.917 -1.275 2.542
H -4.085 4.348 -0.507
H -5.654 4.510 -1.286
H -5.516 3.628 0.234
H -3.174 3.376 -2.695
H -3.925 1.942 -3.393
H -4.762 3.493 -3.442
H -6.740 1.734 -0.905
H -6.763 2.666 -2.395
H -6.098 1.038 -2.409
H 1.829 2.628 1.351
H 2.355 1.222 2.299
H 3.080 2.850 -0.564
H 4.641 -0.528 -2.609
H 5.801 -2.259 -1.843
H 5.142 -3.885 -1.840
H 4.498 -2.697 -2.966
H 5.324 -2.116 0.640
H 3.748 -2.615 1.285
H 4.801 -3.798 0.518
H 2.153 -3.084 -2.102
H 2.857 -4.377 -1.120
H 1.862 -3.140 -0.363
H 2.546 2.192 -3.929
H 2.690 3.530 -2.789
H 3.596 3.560 -4.299
H 4.609 0.751 -4.449
H 5.560 2.215 -4.648
H 6.095 0.990 -3.509
H 4.809 3.849 -1.451
H 6.164 2.741 -1.669
H 5.747 3.892 -2.940
F 1.520 -3.688 1.997
C 0.289 -3.209 1.666
F -0.537 -3.760 2.597
F -0.056 -3.818 0.504
*
```

Results of the Mulliken charge analysis, in e, for atoms 1 through 2:
1 V 1.016
2 C -1.318

=====

The following is a DFT calculation (ωB97M-V/def2-TZVPD) of a structure of composition C35H55BEuF4NP3Si.

The energy above the lowest of the compared OMol25 structures with the same formula, charge and spin is 9.31 kJ/mol.

ORCA input file:
```
! wB97M-V def2-TZVPD RIJCOSX def2/J DEFGRID3
* xyz 0 8
Eu 0.080 0.201 0.113
C 0.206 -0.027 2.582
Si 1.871 0.608 2.923
C 3.071 -0.110 1.596
N 2.647 0.138 0.184
C 3.001 1.518 -0.283
C 4.083 1.544 -1.359
C 5.233 0.618 -0.979
C 4.726 -0.831 -0.835
C 3.201 -0.866 -0.735
C 1.981 2.479 2.834
C 3.219 3.128 2.928
C 3.314 4.510 2.914
C 2.160 5.279 2.799
C 0.927 4.661 2.699
C 0.841 3.274 2.722
C 2.596 0.117 4.603
C 2.873 1.054 5.602
C 3.314 0.664 6.862
C 3.496 -0.679 7.152
C 3.234 -1.631 6.175
C 2.789 -1.232 4.924
H -0.525 0.598 3.116
H 0.126 -1.026 3.032
H 3.087 -1.196 1.752
H 4.103 0.236 1.749
H 3.351 2.082 0.580
H 2.114 2.048 -0.645
H 4.422 2.575 -1.466
H 3.675 1.253 -2.332
H 5.659 0.961 -0.032
H 6.033 0.673 -1.718
H 5.159 -1.300 0.050
H 5.032 -1.439 -1.690
H 2.873 -1.848 -0.393
H 2.754 -0.705 -1.722
H 4.129 2.542 3.025
H 4.282 4.990 2.986
H 2.230 6.359 2.771
H 0.029 5.252 2.575
H -0.133 2.810 2.624
H 2.736 2.109 5.400
H 3.514 1.413 7.618
H 3.839 -0.985 8.132
H 3.372 -2.683 6.392
H 2.580 -1.997 4.183
C -0.079 -0.330 -4.342
P -0.889 0.038 -2.740
C -1.884 1.488 -3.252
C -2.173 -1.291 -2.614
C -2.288 -2.292 -3.580
C -3.211 -3.319 -3.450
C -4.052 -3.359 -2.348
C -3.957 -2.368 -1.384
C -3.026 -1.338 -1.492
P -2.954 0.031 -0.257
C -4.507 0.902 -0.694
C -3.426 -0.729 1.336
H 0.466 -1.274 -4.305
H 0.644 0.468 -4.518
H -0.782 -0.349 -5.177
H -2.622 1.203 -4.004
H -1.205 2.236 -3.659
H -2.367 1.952 -2.397
H -1.647 -2.279 -4.452
H -3.274 -4.085 -4.212
H -4.777 -4.156 -2.240
H -4.622 -2.402 -0.529
H -5.357 0.220 -0.630
H -4.442 1.293 -1.708
H -4.662 1.739 -0.012
H -4.323 -1.347 1.291
H -3.603 0.094 2.031
H -2.590 -1.300 1.738
F -0.265 2.342 -0.335
B -0.289 3.804 -0.582
F 1.008 4.257 -0.419
F -0.727 3.977 -1.891
F -1.174 4.345 0.335
C 0.967 -4.916 -2.414
C 0.831 -3.484 -1.904
P 0.244 -3.209 -0.170
C 1.538 -4.115 0.781
C 1.409 -3.933 2.292
C -1.175 -4.383 -0.139
C -2.039 -4.361 1.117
H 1.363 -4.920 -3.431
H 0.006 -5.429 -2.441
H 1.648 -5.505 -1.800
H 0.139 -2.930 -2.544
H 1.792 -2.969 -1.981
H 2.506 -3.732 0.448
H 1.514 -5.174 0.509
H 1.295 -2.878 2.547
H 2.289 -4.315 2.811
H 0.542 -4.457 2.692
H -0.792 -5.392 -0.312
H -1.785 -4.123 -1.010
H -1.510 -4.757 1.983
H -2.934 -4.970 0.977
H -2.363 -3.352 1.365
*
```

Results of the Mulliken charge analysis, in e, for atoms 1 through 2:
1 Eu 0.502
2 C -1.128

=====

Calculated total energy values (in hartree) by entry order: -2869.49163, -3869.90682.